Entry from the Open Molecules 2025 dataset: an isolated ion of composition C7H16FN2 and charge +1 at a distorted geometry (ωB97M-V/def2-TZVPD).

```
26
C7H16FN2 | the Open Molecules 2025 dataset | ωB97M-V/def2-TZVPD
C 1.20227 -0.19711 0.43966
H 1.57138 0.34165 1.33993
H 2.53590 0.93854 -1.07478
H 1.23263 -1.23367 0.53702
H -3.71910 -1.17438 1.17575
H -4.24873 0.48773 0.74115
H -1.64868 -0.21798 -1.50260
H -1.37321 1.91714 -0.16719
C -1.03465 -0.61081 -0.66164
C -0.35376 1.66287 -0.19361
C 2.19685 0.02131 -0.69385
C 3.46064 -0.80944 -0.21923
C -1.35090 -0.39247 0.74694
H -2.08238 0.74951 2.19726
H -0.17916 2.19298 0.74333
N -2.33447 0.37140 1.33782
H 1.98506 -0.63224 -1.57456
H 0.39693 2.06554 -0.89297
H 3.93829 -0.54223 0.66364
F -0.91175 -1.46158 1.46576
C -3.70611 -0.10332 1.44616
H 4.17411 -0.71706 -1.04079
H -3.97556 -0.01599 2.53385
H -0.61312 -1.66975 -0.95909
N -0.16075 0.22543 0.07066
H 3.08521 -1.84123 -0.15655
```

Charge: +1
DFT total energy, eV: -13207.2183

Atomic partial charges in e from the Mulliken method, atoms 1 to 2:
1. C -1.00
2. H 0.36

---

Entry from the Open Molecules 2025 dataset: the molecule C6H9N at a distorted geometry (ωB97M-V/def2-TZVPD).

```
16
C6H9N | the Open Molecules 2025 dataset | ωB97M-V/def2-TZVPD
H 1.21601 2.40018 0.03613
C 2.00649 0.43360 -0.25086
H -2.27324 0.92606 0.65913
H -0.69807 -2.62525 -0.23363
C 1.44252 -0.78028 -0.28650
C -1.38781 1.49107 0.39008
N 1.05070 1.41088 0.04385
H -0.45140 -0.13906 -1.09203
C -0.04402 -0.57566 -0.15303
H 1.94926 -1.72349 -0.45741
C -0.20769 0.86443 0.28111
H -1.98757 -1.42421 -0.19637
C -1.01237 -1.68103 0.22714
H -1.49207 2.54632 0.17742
H 3.03403 0.72957 -0.44386
H -1.14477 -1.85314 1.29883
```

Charge: 0
DFT total energy, eV: -7856.1298

Atomic partial charges in e from the Mulliken method, atoms 1 to 2:
1. H 0.18
2. C -0.36

---

Entry from the Open Molecules 2025 dataset: C10H26Br2MnN2O3 as an isolated structure at a distorted geometry (ωB97M-V/def2-TZVPD).

```
44
C10H26Br2MnN2O3 | the Open Molecules 2025 dataset | ωB97M-V/def2-TZVPD
H -4.14548 7.35732 -31.39720
Br -5.43151 4.00340 -24.66947
H -8.55774 7.37838 -23.62617
H -11.30812 4.90147 -23.19451
H -10.22791 7.57938 -23.72449
O -5.40362 8.45129 -27.46120
H -5.67874 8.09904 -31.45565
H -10.82018 3.79243 -28.91137
H -3.73499 9.47337 -26.64259
C -9.48465 6.86241 -23.37576
C -4.92738 8.41177 -28.80929
H -8.75720 0.81816 -28.38016
H -4.62034 6.33779 -29.23196
C -5.18203 7.19582 -31.10127
Mn -7.90618 6.34074 -26.25726
H -3.84454 8.45776 -28.92523
C -8.72748 1.33004 -29.34203
H -6.78145 5.79903 -29.72008
H -11.25224 2.15576 -28.88430
H -7.22882 7.21922 -29.95168
H -11.25646 2.16366 -26.66949
O -9.57597 5.72900 -24.18305
H -11.71176 5.68558 -24.75007
H -9.48347 2.19502 -26.78439
N -6.65382 6.70756 -29.29771
H -10.03858 3.18009 -24.48793
C -10.93510 5.17368 -24.18185
H -5.04693 10.51596 -27.32528
C -10.75260 3.85249 -24.96350
C -10.40010 2.72516 -27.04295
H -7.73234 1.17467 -29.75875
C -4.80761 9.59503 -26.79357
H -5.49275 6.28299 -31.60949
C -10.44593 2.82352 -28.58087
H -5.33533 9.19850 -29.44390
H -11.70259 3.31959 -24.92310
H -9.46201 6.57675 -22.32410
C -5.28744 7.13294 -29.56486
O -9.25047 2.66471 -29.32641
H -9.31152 0.70351 -30.01617
N -10.40658 4.07870 -26.37748
H -5.29279 9.79656 -25.83854
Br -10.55719 9.77080 -27.38594
H -11.30814 4.48568 -26.58159
```

Multiplicity: 6
Charge: 0
DFT total energy, eV: -191313.8275

Atomic partial charges in e from the Mulliken method, atoms 1 to 2:
1. H 0.37
2. Br -0.66

---

Entry from the Open Molecules 2025 dataset: the molecule C20H21N3O3 at a distorted geometry (ωB97M-V/def2-TZVPD).

```
47
C20H21N3O3 | the Open Molecules 2025 dataset | ωB97M-V/def2-TZVPD
C -3.83407 -0.69563 -0.36786
C -1.04235 0.13705 1.85164
H -2.76844 -2.18722 2.44448
C 2.21348 0.84944 -0.85023
O 3.27570 -2.88055 -0.74586
H 3.01086 -2.64448 0.19032
C 2.39967 -2.62008 -1.70968
C -2.46293 1.33475 -0.73261
H 1.30745 0.18852 3.43085
H 3.93023 -0.38814 -0.70788
C -2.99704 -1.49365 1.50204
H -0.64348 -1.70882 2.44140
N 0.61259 -1.29567 -0.12593
C 0.00568 -0.91058 2.22124
C 1.21596 -1.58650 -1.43326
N -4.04128 -1.66300 0.51274
H 0.35848 -1.99110 -1.96840
C 2.31794 3.04239 0.28040
H 0.51069 2.22834 -0.70274
H -1.39141 0.68255 2.72626
H -3.40210 2.71044 -2.12823
C 1.59371 2.02613 -0.34246
C 1.02892 -1.43151 1.11176
H -0.56575 0.94201 1.19998
C -2.83212 0.14557 -0.01534
C -2.21829 -0.41103 1.17757
N 0.72126 -0.61807 3.44315
C -3.50772 1.84961 -1.55797
H 4.25083 3.85516 0.75615
H 2.47037 -0.20619 -2.63137
C 3.54225 0.61113 -0.46223
H -0.29742 -0.71847 -0.17994
H -4.52313 -2.43147 0.37505
C 1.60999 -0.04659 -1.91502
C -4.77636 -0.32517 -1.36274
H -1.58334 1.92267 -0.63945
H 5.41753 1.67363 0.18827
H -5.35195 1.45448 -2.60932
H 1.40204 -1.44134 3.39083
H 1.84249 3.96975 0.72869
C -4.60445 0.98441 -1.90423
H 0.68124 0.42291 -2.36677
O 2.64728 -2.97364 -2.77957
C 4.38059 1.74083 -0.01159
O 2.03101 -2.12878 1.40209
C 3.75010 2.89031 0.43221
H -5.68467 -0.86436 -1.55641
```

Charge: 0
DFT total energy, eV: -31691.3752

Atomic partial charges in e from the Mulliken method, atoms 1 to 2:
1. C -0.16
2. C -0.59

---

Entry from the Open Molecules 2025 dataset: C21H43N2P3RuSe as an isolated structure at a distorted geometry (ωB97M-V/def2-TZVPD).

```
71
C21H43N2P3RuSe | the Open Molecules 2025 dataset | ωB97M-V/def2-TZVPD
H -3.95298 -1.62881 1.42643
C -1.54072 -2.35547 2.22638
P -0.59551 1.16708 2.52622
H 1.41850 1.75034 -1.69809
C -0.24992 -2.84768 0.50891
H -2.89123 1.56317 3.30375
C 0.85723 2.28310 2.65606
Se -0.41571 -1.05522 -2.18594
C -1.39453 2.29203 -2.24678
H 7.32238 -0.32175 -2.82517
H 0.81442 -0.62740 -4.70505
H 1.74728 1.72487 2.33964
C 4.05971 -0.86466 -3.63329
H 2.31366 -0.95698 -0.68787
H -0.90017 1.53615 -2.87268
H 0.48429 -0.74513 3.55907
H -1.77365 -4.46966 2.86682
H -5.13695 -0.30318 1.28144
H -2.47161 2.09860 -2.23103
P -0.65678 2.22785 -0.57136
C 2.49803 -0.91874 -1.75688
C 1.42439 -0.84849 -2.66127
C 1.09727 2.50202 -0.96306
H 6.74522 -1.98146 -2.23293
H -4.75114 -0.53634 -1.21627
N -0.82535 -1.82905 1.15067
H -1.68754 2.46882 4.28203
C -1.15607 3.84103 0.14967
H 0.32622 0.63027 4.68850
H 4.62187 -1.01961 -1.56657
C -4.01509 1.89106 0.17577
H -3.76824 2.48135 -0.71399
H -3.29363 -1.58201 -1.22699
H 0.38021 -2.86723 -0.39164
H -1.21014 3.28400 -2.67574
C 2.98203 -0.75534 -4.53218
H 6.75096 0.67184 -0.59413
C 6.87097 -0.91422 -2.00966
C -4.08651 -0.54289 1.50524
H 0.43564 -5.83045 1.41557
H 5.09183 -0.85941 -3.99155
C -1.39441 -3.71733 2.19147
H 1.70641 2.41700 -0.05340
C -0.18687 0.04528 3.91213
H -0.66467 4.03729 1.11196
H -3.29094 -0.03375 -2.13596
H 1.21108 3.50489 -1.39644
H -0.12045 -1.04733 -0.64773
C -1.96991 2.16447 3.26032
H 0.98063 2.57109 3.71032
Ru -0.76211 0.29079 0.49051
C 6.58978 -0.38917 -0.79201
H -3.85955 2.49513 1.07826
C -0.15859 -5.31957 0.64957
H -2.11374 -1.74009 2.91328
C 1.68272 -0.72370 -4.04152
H 6.27279 -1.04414 0.02351
N -0.59004 -4.01247 1.10256
H 0.46242 -5.20147 -0.24559
H -5.08010 1.61570 0.12810
C -3.64873 -0.54045 -1.22910
H -0.85228 4.63581 -0.55039
H 0.75032 3.17400 2.03107
H 3.17622 -0.69518 -5.60577
H -3.85949 -0.22143 2.52807
H -1.09083 -0.41282 4.33368
C 3.79769 -0.95207 -2.26619
H -2.24438 3.90334 0.27682
H -2.15814 3.06694 2.66217
H -1.02508 -5.94673 0.41106
P -3.02839 0.32357 0.27718
```

Multiplicity: 6
Charge: +3
DFT total energy, eV: -121218.2787

Atomic partial charges in e from the Mulliken method, atoms 1 to 2:
1. H 0.44
2. C -0.80

---

Entry from the Open Molecules 2025 dataset: a 3-piece molecular cluster, C18H32BN2O3P2S overall at a distorted geometry (ωB97M-V/def2-TZVPD).

```
59
C18H32BN2O3P2S | the Open Molecules 2025 dataset | ωB97M-V/def2-TZVPD
C 6.17561 -4.49602 0.16887
O -4.50913 0.97774 -1.14754
H 1.02678 0.30820 5.90380
H 2.41272 0.76229 -2.62762
H -4.71330 4.04794 -1.29309
H 6.58304 -2.80176 1.43269
C 2.21583 -0.87710 4.55338
H 3.13750 -1.97169 2.93821
C 1.63775 1.43820 -2.97431
H 2.97163 -1.12909 5.28553
N 4.56879 -2.98810 1.11389
H -4.24429 0.32370 1.81279
H -0.68995 0.91605 0.93950
C 1.31864 -0.99208 2.35701
C -5.98602 0.23622 -2.90228
H 2.02499 3.53296 -1.65952
C 1.13721 -0.07900 4.90052
H 2.09411 2.29764 -3.44815
H -5.27783 0.88792 -3.40370
C -0.96278 0.97492 -0.11136
S -2.25629 5.17577 -1.74397
B -4.23189 1.22732 0.12111
H -3.96245 5.33636 0.50728
H -5.68535 -0.77213 -3.15151
H 0.91161 -0.90150 -2.33887
C 0.68884 1.87553 -1.85327
H -1.66147 0.15557 -0.29410
P -3.60029 4.46652 -0.53833
H 7.21315 -4.77779 0.05695
O -1.53109 2.28505 -0.42255
C 0.10472 -0.64225 -1.66913
H -2.64490 2.82847 1.72508
H 1.03926 0.96783 -3.74946
H -0.66274 0.83436 4.15788
C 0.30000 0.69411 -0.94961
C 3.85372 -4.81466 -0.26659
H 2.18530 2.37880 -0.37084
P -2.83825 2.56675 0.35557
N 0.27199 -0.22571 2.66965
H -0.15753 2.35181 -2.33670
H 1.10750 0.56064 -0.23689
H 0.07695 -1.42334 -0.90841
C 3.61195 -3.69771 0.51612
C 0.19784 0.21429 3.92705
C 2.31156 -1.34702 3.25373
H 2.59767 -3.34615 0.67908
H 1.35592 -1.33444 1.32769
H 5.39889 -6.08693 -1.04736
H -6.98629 0.43016 -3.25685
H -0.86605 -0.68689 -2.15334
C -5.85949 0.47914 -1.40079
C 1.46218 2.89639 -0.98803
H 0.80700 3.52011 -0.38760
C 5.16641 -5.21983 -0.44295
C 5.82471 -3.39485 0.93401
H -6.60352 1.20620 -1.10618
H -6.01351 -0.46368 -0.89643
H 3.03524 -5.35257 -0.72475
O -4.88259 0.66735 1.16466
```

Charge: +1
DFT total energy, eV: -58391.7621

Atomic partial charges in e from the Mulliken method, atoms 1 to 2:
1. C -0.46
2. O -0.08